(1)
The following is a quantum chemistry calculation of a cluster of 24 separate species, C31H105NO26S2 in total, from the Open Molecules 2025 dataset.

Summary:
Total charge: 0
Gap between HOMO and LUMO: 7.699 eV
Spin multiplicity: 1

Last column: Löwdin charge in e.
Geometry (Å):
O 4.791 0.267 3.732  -0.4406
S 5.537 1.392 3.216  0.8899
O 6.118 0.887 1.680  -0.8024
S 6.145 -0.783 1.493  0.8033
O 4.425 2.556 2.958  -0.3474
C 4.784 3.492 1.912  -0.2291
C 4.175 3.122 0.543  -0.1473
C 2.707 2.699 0.762  -0.1516
C 2.484 1.181 0.897  -0.1204
N 1.098 0.979 1.359  -0.1486
C 0.757 0.789 2.659  -0.0907
C -0.642 0.702 2.675  -0.0989
C -1.095 0.852 1.332  -0.0941
C 0.031 1.022 0.517  -0.0898
H 5.455 -1.007 0.341  -0.1333
H 5.878 3.592 1.803  0.0973
H 4.384 4.464 2.222  0.1074
H 4.180 4.071 -0.027  0.1048
H 4.780 2.388 0.001  0.1056
H 2.339 3.156 1.692  0.1103
H 2.048 3.059 -0.039  0.1176
H 2.557 0.654 -0.068  0.1024
H 3.168 0.678 1.588  0.1030
H 1.492 0.738 3.452  0.1146
H -1.257 0.572 3.558  0.0821
H -2.119 0.863 0.974  0.0685
H 0.114 1.178 -0.549  0.1051
C -2.222 0.397 -2.537  -0.1557
O -3.036 0.497 -1.381  -0.1401
H -1.393 1.094 -2.430  0.0661
H -1.825 -0.617 -2.644  0.0797
H -2.793 0.659 -3.434  0.0718
H -3.762 -0.126 -1.500  0.0501
C 4.036 -3.414 3.781  -0.1515
O 5.430 -3.417 4.075  -0.1385
H 3.620 -4.369 4.095  0.0585
H 3.534 -2.609 4.323  0.0784
H 3.871 -3.289 2.707  0.0730
H 5.781 -2.567 3.793  0.0220
C 4.537 -0.803 -2.591  -0.1454
O 3.669 -0.703 -1.460  -0.1549
H 5.357 -0.101 -2.450  0.0793
H 4.941 -1.815 -2.672  0.0803
H 3.999 -0.553 -3.504  0.0623
H 2.952 -1.330 -1.595  0.0845
C 4.296 -2.223 -6.394  -0.1501
O 3.413 -2.136 -5.280  -0.1392
H 5.106 -1.514 -6.235  0.0782
H 4.715 -3.229 -6.478  0.0767
H 3.775 -1.967 -7.320  0.0760
H 2.699 -2.764 -5.425  0.0772
C 3.161 7.185 2.042  -0.1326
O 2.397 5.984 2.011  -0.1396
H 3.940 7.105 1.286  0.0591
H 2.529 8.047 1.815  0.0825
H 3.624 7.323 3.024  0.0808
H 1.708 6.062 2.683  0.0551
C -1.241 5.317 2.677  -0.1404
O -0.899 6.443 3.489  -0.1414
H -0.661 5.379 1.757  0.0816
H -0.995 4.386 3.195  0.0781
H -2.304 5.328 2.432  0.0579
H -1.417 6.378 4.299  0.0393
C 1.479 -5.900 5.903  -0.1576
O 1.380 -5.761 4.487  -0.1321
H 2.343 -5.332 6.240  0.0636
H 0.582 -5.508 6.389  0.0787
H 1.617 -6.948 6.176  0.0757
H 0.617 -6.267 4.197  0.0697
C 2.318 4.751 5.285  -0.1446
O 2.690 5.884 6.068  -0.1211
H 2.921 4.751 4.379  0.0656
H 2.505 3.830 5.843  0.0685
H 1.260 4.807 5.013  0.0760
H 2.155 5.875 6.866  0.0704
C -4.978 -2.024 -3.927  -0.1181
O -5.184 -1.210 -2.765  -0.1359
H -3.914 -2.038 -4.153  0.0763
H -5.317 -3.043 -3.738  0.0587
H -5.520 -1.602 -4.776  0.0776
H -6.126 -1.206 -2.577  0.0726
C 5.134 2.869 6.867  -0.1505
O 4.336 1.701 6.731  -0.1262
H 5.449 2.958 7.904  0.0806
H 6.022 2.797 6.230  0.0728
H 4.556 3.755 6.591  0.0566
H 4.071 1.649 5.807  0.0349
C 6.141 7.446 -0.781  -0.1561
O 5.378 6.250 -0.943  -0.1408
H 6.472 7.490 0.253  0.0694
H 7.015 7.433 -1.434  0.0786
H 5.528 8.325 -1.001  0.0791
H 5.089 6.214 -1.859  0.0795
C -5.998 -6.474 -4.626  -0.1387
O -5.673 -5.384 -3.766  -0.1425
H -5.427 -6.371 -5.544  0.0720
H -5.737 -7.422 -4.152  0.0653
H -7.066 -6.464 -4.865  0.0722
H -6.190 -5.492 -2.959  0.0542
C -3.390 5.476 7.029  -0.1416
O -2.157 5.704 6.351  -0.1292
H -4.168 5.363 6.278  0.0808
H -3.336 4.564 7.627  0.0782
H -3.636 6.323 7.674  0.0774
H -1.471 5.802 7.017  0.0768
C 8.334 5.261 1.499  -0.1604
O 8.316 5.271 0.078  -0.1270
H 9.164 5.876 1.835  0.0803
H 7.399 5.674 1.891  0.0683
H 8.472 4.241 1.871  0.0748
H 7.572 4.728 -0.202  0.0642
C 3.616 -5.560 9.016  -0.1618
O 2.775 -6.707 8.917  -0.1334
H 4.340 -5.605 8.206  0.0790
H 3.031 -4.642 8.918  0.0763
H 4.149 -5.552 9.970  0.0739
H 2.138 -6.661 9.635  0.0725
C -3.576 -0.597 -7.303  -0.1569
O -4.312 -1.803 -7.488  -0.1307
H -3.235 -0.559 -6.271  0.0626
H -2.710 -0.578 -7.970  0.0759
H -4.214 0.268 -7.501  0.0778
H -4.608 -1.816 -8.402  0.0708
C -9.035 -4.223 -3.486  -0.1474
O -8.434 -4.921 -2.399  -0.1306
H -8.387 -4.333 -4.352  0.0722
H -10.017 -4.642 -3.717  0.0786
H -9.138 -3.160 -3.251  0.0756
H -9.005 -4.822 -1.633  0.0777
C -3.662 -8.371 -7.788  -0.1567
O -4.225 -8.635 -6.505  -0.1374
H -4.392 -7.805 -8.365  0.0766
H -2.748 -7.784 -7.689  0.0717
H -3.438 -9.303 -8.307  0.0676
H -3.569 -9.134 -6.005  0.0502
C -3.544 7.279 0.467  -0.1568
O -2.416 8.141 0.344  -0.1282
H -4.081 7.280 -0.478  0.0777
H -3.223 6.262 0.695  0.0469
H -4.210 7.638 1.257  0.0797
H -1.950 8.127 1.186  0.0622
C -4.309 2.995 0.165  -0.1583
O -4.475 3.805 1.328  -0.1330
H -3.252 2.957 -0.083  0.0687
H -4.665 1.982 0.361  0.0746
H -4.861 3.428 -0.674  0.0706
H -5.416 3.823 1.528  0.0680
C -7.953 2.460 -1.300  -0.1555
O -8.116 3.269 -0.137  -0.1287
H -6.894 2.425 -1.545  0.0635
H -8.310 1.445 -1.104  0.0748
H -8.504 2.891 -2.139  0.0772
H -9.055 3.284 0.068  0.0708
C -0.329 -9.042 -10.104  -0.1508
O -0.869 -9.320 -8.816  -0.1366
H -1.072 -8.478 -10.663  0.0785
H 0.583 -8.445 -10.020  0.0750
H -0.110 -9.969 -10.639  0.0755
H -0.209 -9.818 -8.325  0.0776
C -3.697 -9.688 -3.093  -0.1524
O -2.477 -9.402 -3.775  -0.1279
H -4.489 -9.777 -3.833  0.0693
H -3.609 -10.628 -2.543  0.0769
H -3.942 -8.878 -2.402  0.0791
H -1.790 -9.324 -3.107  0.0744

---

(2)
The following is a quantum chemistry calculation of a structure of composition C31H17Cl5N4O5Ti, from the Open Molecules 2025 dataset.

Summary:
Total charge: -2
Gap between HOMO and LUMO (alpha / beta): 3.792 / 3.793 eV
Spin multiplicity: 1
Relative energy (zero: lowest compared OMol25 entry of this formula, charge and spin): 53.7 kJ/mol

Last column: natural (NBO) charge in e.
Geometry (Å):
Ti -0.195 0.292 -0.140  1.7138
O 0.539 1.195 4.088  -0.6899
C 0.593 1.010 2.867  0.6247
N -0.382 0.723 1.998  -0.6807
C -1.680 0.480 2.501  0.2116
C -2.229 1.095 3.622  -0.2405
C -3.520 0.788 4.033  -0.2544
C -4.268 -0.143 3.331  -0.2409
C -3.739 -0.761 2.205  -0.2398
C -2.451 -0.446 1.770  0.1282
N -1.854 -0.914 0.597  -0.6430
C -2.374 -1.899 -0.125  0.6264
O -3.282 -2.700 0.137  -0.6965
C -1.743 -1.977 -1.496  0.1781
C -2.116 -2.974 -2.386  -0.2323
C -1.563 -2.974 -3.652  -0.1694
C -0.663 -1.974 -3.992  -0.2732
C -0.339 -1.019 -3.045  0.0876
N -0.868 -1.026 -1.824  -0.4178
C 1.956 1.067 2.221  0.1560
C 3.104 1.251 2.982  -0.2289
C 4.323 1.270 2.330  -0.1934
C 4.354 1.129 0.948  -0.2227
C 3.156 0.961 0.273  0.0454
N 1.990 0.913 0.908  -0.4250
H -1.635 1.807 4.171  0.2287
H -3.935 1.280 4.906  0.1855
H -5.275 -0.390 3.651  0.1856
H -4.313 -1.484 1.648  0.2397
H -2.835 -3.706 -2.048  0.2404
H -1.833 -3.738 -4.372  0.1983
H -0.213 -1.927 -4.975  0.2070
H 0.343 -0.207 -3.258  0.2310
H 2.998 1.362 4.051  0.2397
H 5.244 1.391 2.888  0.1997
H 5.287 1.136 0.400  0.2006
H 3.102 0.855 -0.803  0.2263
Cl -2.658 5.102 -5.091  -0.1035
C -2.326 3.994 -3.751  0.0163
C -3.362 3.716 -2.870  -0.4332
C -3.048 2.840 -1.821  -0.0359
Cl -4.310 2.450 -0.677  -0.0359
C -1.805 2.273 -1.635  0.1973
O -1.585 1.444 -0.608  -0.6912
C -0.747 2.562 -2.580  -0.0526
C 0.502 1.991 -2.438  -0.1071
O 0.822 1.191 -1.390  -0.7203
C -1.066 3.466 -3.644  -0.3558
H -4.348 4.138 -2.979  0.2152
H 1.321 2.233 -3.111  0.1499
H -0.302 3.734 -4.363  0.1980
Cl 6.038 -3.759 1.827  -0.0631
C 4.499 -3.103 1.299  -0.0666
C 3.466 -2.961 2.209  -0.2537
C 2.260 -2.437 1.786  -0.1203
Cl 0.964 -2.292 2.925  0.0317
C 2.016 -2.007 0.453  0.4126
O 0.907 -1.499 0.076  -0.7469
C 3.115 -2.213 -0.420  -0.1233
Cl 2.916 -1.760 -2.089  -0.0097
C 4.329 -2.740 -0.023  -0.2601
H 3.590 -3.253 3.242  0.2280
H 5.130 -2.856 -0.740  0.2243

---

(3)
The following is a quantum chemistry calculation of a structure of composition C31H19Cl6NO4PRu, from the Open Molecules 2025 dataset.

Summary:
Total charge: -1
Gap between HOMO and LUMO (alpha / beta): 6.752 / 7.082 eV
Spin multiplicity: 5

Last column: Löwdin spin population.
Geometry (Å):
Ru 1.431 -1.056 1.160  2.5408
Cl 8.220 -1.617 2.420  0.0007
C 6.547 -1.445 2.557  0.0012
C 5.737 -1.658 1.448  0.0036
Cl 6.383 -1.962 -0.106  0.0055
C 4.375 -1.811 1.606  0.0172
Cl 3.295 -2.167 0.342  0.1293
C 3.803 -1.260 2.775  0.0096
O 2.519 -1.028 2.935  0.0312
C 4.605 -0.971 3.984  0.0004
Cl 3.815 -0.377 5.336  0.0006
C 5.988 -1.054 3.825  0.0012
Cl 6.968 -0.506 5.063  0.0004
Cl 0.788 7.172 -1.232  0.0003
C 1.105 5.692 -0.346  0.0014
C -0.064 4.977 0.079  -0.0002
C 0.036 3.745 0.635  0.0014
C 1.254 3.066 0.698  0.0009
C 2.381 3.756 0.359  0.0014
C 2.317 5.059 -0.114  -0.0001
C 1.285 1.614 1.032  0.0101
O 0.504 1.166 1.932  0.0782
O 2.252 0.931 0.536  0.0132
H -1.036 5.456 -0.186  0.0000
H -0.793 3.151 0.991  0.0004
H 3.377 3.220 0.446  0.0000
H 3.262 5.517 -0.324  0.0000
N 0.240 -0.951 -0.238  0.2228
P -1.241 -1.117 -0.696  0.0986
C -2.573 -0.786 0.536  0.0206
C -2.505 0.314 1.438  0.0024
C -3.613 0.837 2.086  0.0000
C -4.927 0.212 2.032  0.0011
C -4.981 -0.963 1.240  0.0007
C -3.803 -1.468 0.632  0.0035
C -1.385 0.163 -1.928  0.0039
C -2.728 0.457 -2.280  0.0029
C -2.836 1.568 -3.128  0.0007
C -1.771 2.242 -3.588  0.0023
C -0.483 1.926 -3.244  0.0004
C -0.253 0.876 -2.350  0.0048
C -1.582 -2.702 -1.416  0.0117
C -1.409 -3.879 -0.658  0.0074
C -1.545 -5.212 -1.147  -0.0001
C -1.893 -5.260 -2.549  0.0039
C -2.170 -4.048 -3.316  0.0000
C -2.068 -2.775 -2.780  0.0040
H -1.531 0.774 1.586  0.0008
H -3.411 1.725 2.667  0.0000
H -5.804 0.762 2.473  0.0001
H -5.914 -1.543 0.924  0.0001
H -3.828 -2.434 0.009  0.0002
H -3.569 0.105 -1.734  0.0001
H -3.834 1.911 -3.439  0.0000
H -1.837 3.173 -4.163  0.0001
H 0.327 2.529 -3.649  0.0000
H 0.848 0.758 -2.029  0.0006
H -1.095 -3.752 0.348  0.0029
H -1.376 -6.128 -0.673  -0.0001
H -1.903 -6.249 -3.027  0.0003
H -2.420 -4.230 -4.371  0.0000
H -2.329 -1.901 -3.290  0.0003
O 0.847 -2.543 1.872  0.7542